C9H24FeO3P2 as an isolated structure at a distorted geometry. Source: OMol25; level of theory: the ωB97M-V functional and the def2-TZVPD basis.

Cartesian coordinates (Å):
Fe  0.162  0.058  -0.099
H  -0.363  3.545  -1.146
H  -0.101  3.674  -0.453
P  -0.520  0.089  -2.267
P  0.980  0.975  1.782
C  -0.142  0.787  3.207
H  0.438  0.743  4.138
H  -0.834  1.637  3.231
H  -0.722  -0.138  3.082
C  2.317  -0.206  2.187
H  3.116  -0.100  1.445
H  2.707  -0.007  3.192
H  1.927  -1.231  2.133
C  1.723  2.610  2.032
H  0.935  3.371  2.002
H  2.244  2.661  2.998
H  2.434  2.800  1.220
C  0.282  -1.436  -2.871
H  -0.067  -1.665  -3.885
H  1.368  -1.288  -2.865
H  0.038  -2.257  -2.185
C  -2.290  -0.288  -2.498
H  -2.883  0.617  -2.320
H  -2.466  -0.665  -3.514
H  -2.589  -1.044  -1.761
C  -0.157  1.338  -3.534
H  0.904  1.611  -3.472
H  -0.379  0.946  -4.535
H  -0.765  2.231  -3.347
C  -1.381  0.988  0.256
O  -2.495  1.217  0.533
H  0.493  1.523  -0.428
C  -0.534  -3.954  1.165
C  -0.603  -2.450  1.035
O  -1.450  -1.810  1.681
O  0.279  -1.916  0.220
H  -1.493  -4.378  0.856
H  -0.383  -4.201  2.219
H  0.267  -4.387  0.564

Cartesian forces (eV/Å) of the 3 atoms listed first:
Fe 0.963 -1.918 -0.055
H 0.081 0.285 0.351
H -0.197 0.093 -0.428

The calculation puts the energy at -2529.346256 a.u. The calculation puts the LUMO energy (spin up / spin down) at 0.7 / 0.0 eV. As for the spin multiplicity: 5. The calculation puts the HOMO energy (spin up / spin down) at -5.15 / -8.53 eV.